Version one
The molecule C2H5N3O, computed with wB97M-V/def2-TZVPD.

The orbital gap comes out at 10.69 eV. As for the structure (SMILES): [H]/N=C/NC(N)=O.

Structure (XYZ):
```
11
C2H5N3O (wB97M-V/def2-TZVPD)
H 3.213 0.209 0.607
N 2.275 0.521 0.842
C 1.461 0.176 -0.067
N 0.115 0.491 0.066
C -0.848 -0.342 -0.503
N -2.077 -0.237 0.083
O -0.598 -1.105 -1.416
H 1.682 -0.372 -0.985
H -0.100 0.973 0.930
H -2.816 -0.793 -0.310
H -2.306 0.479 0.752
```



Version two
The molecule C2H5N3O, computed with wB97M-V/def2-TZVPD.

The orbital gap comes out at 10.29 eV.

Structure (XYZ):
```
11
C2H5N3O (wB97M-V/def2-TZVPD)
N -2.375 -0.552 -0.115
C -1.277 -0.012 -0.633
O -0.256 -0.393 0.172
N 1.543 1.193 0.567
C 0.974 0.143 -0.211
N 2.032 -0.209 0.662
H -2.368 -1.139 0.715
H -3.258 -0.387 -0.569
H 0.968 1.311 1.401
H 1.094 0.204 -1.289
H 2.916 -0.223 0.157
```



Stability summary: most stable version one, least stable version two.



Version one
A cluster of 19 separate species, H37O19 in total, computed with wB97M-V/def2-TZVPD.

The orbital gap comes out at 9.27 eV. Its charge is -1.

Structure (XYZ):
```
56
H37O19 (wB97M-V/def2-TZVPD)
O -0.461 -2.476 -4.206
H 1.835 -1.672 2.676
H 1.743 0.620 4.542
O -0.142 -0.719 -1.520
H 1.735 -0.350 1.435
H 0.060 0.881 -1.340
O 1.424 1.520 4.535
H 3.108 -2.183 -1.934
H -0.089 -1.062 0.413
O -1.808 0.876 -2.668
H -1.485 0.055 -2.149
H -2.507 0.650 -3.184
O 0.442 2.326 1.247
H -0.243 2.447 0.569
H -2.710 -0.187 3.605
O 0.611 4.547 -2.406
H -2.134 -3.574 -1.591
H 0.912 1.560 0.931
O 0.111 -0.769 1.329
H -2.879 -1.553 2.748
H -0.249 -1.439 1.954
O -2.345 -1.118 3.388
H -2.190 1.712 2.332
O 0.376 -2.999 -0.609
H -0.970 -2.993 -2.348
H -0.020 -2.070 -1.022
O 3.111 -1.899 -2.859
H 2.741 0.391 0.665
H 3.020 -0.924 -2.803
O 0.232 1.837 -1.346
H 1.500 4.355 -2.069
H 3.445 3.942 0.391
O 2.566 0.170 1.551
H 0.199 4.146 -1.640
H 2.349 -3.323 -0.057
O -1.526 -3.709 -2.322
H 2.609 -4.439 -1.172
H -0.337 1.880 -2.170
O -2.286 1.548 1.342
H 0.526 1.533 4.109
H -3.451 0.059 1.197
O -3.483 3.790 0.048
H 0.283 -3.585 -1.346
H -2.699 3.801 0.742
O 2.998 -3.701 -0.716
H 2.646 2.977 1.330
H -0.537 -1.552 -4.575
O 2.591 3.386 0.449
H -1.439 0.942 1.433
H -3.180 4.083 -0.765
O 1.706 -1.277 3.598
H 2.623 -1.316 3.865
H -0.272 -1.035 -2.394
O -3.814 -0.770 1.281
H 0.466 -2.684 -4.068
H -4.708 -0.656 1.573
```



Version two
A cluster of 19 separate species, H37O19 in total, computed with wB97M-V/def2-TZVPD.

The orbital gap comes out at 8.70 eV. Its charge is -1.

Structure (XYZ):
```
56
H37O19 (wB97M-V/def2-TZVPD)
O -3.273 -3.071 -0.493
H -3.432 2.759 0.529
H 3.745 -0.112 0.779
O -1.761 -0.334 -0.570
H 1.614 1.554 -3.822
H -2.440 -0.518 0.080
O 4.641 0.054 1.130
H -0.473 2.682 -0.747
H 1.720 -3.348 2.193
O -3.188 -0.918 -3.968
H -2.432 -0.625 -4.488
H -2.945 -0.564 -3.079
O 1.521 -2.574 -3.343
H 1.201 -3.279 -2.837
H 1.695 -1.876 -2.747
O -0.570 -0.318 -4.185
H -3.966 1.573 3.052
H -0.418 -0.001 -3.355
O 2.431 -3.834 1.807
H 1.785 -1.045 1.301
H 3.036 -3.035 1.956
O 2.316 -1.650 0.779
H -0.227 -1.787 2.236
O -0.518 -0.451 1.790
H -3.611 0.737 1.641
H -1.107 -0.053 2.386
O -0.563 3.533 -0.211
H 2.023 2.553 -2.797
H 0.135 4.053 -0.283
O 0.469 0.359 -1.306
H -0.326 0.660 -0.834
H -0.296 2.864 1.808
O 2.033 2.260 -3.662
H 0.277 -0.833 -4.219
H 2.472 2.299 -0.821
O -3.657 0.849 2.536
H 1.083 1.849 -1.243
H 1.981 -1.560 -0.085
O 0.067 -2.729 2.629
H 4.443 0.222 2.042
H 1.456 -1.700 3.852
O 1.291 1.154 1.107
H 0.509 0.342 1.462
H 1.322 2.070 1.162
O 1.638 2.703 -1.117
H -2.000 2.846 1.906
H -2.415 -3.001 -0.793
O -1.119 2.590 2.386
H -0.530 -3.344 2.552
H 1.071 0.460 -0.426
O -3.664 2.190 -0.313
H -3.887 2.944 -0.897
H -1.062 -0.492 0.035
O 2.375 -1.734 4.061
H -3.341 -2.310 0.037
H 2.871 -1.059 3.408
```



Version three
A structure of composition H37O19, computed with wB97M-V/def2-TZVPD.

The orbital gap comes out at 10.20 eV. Its charge is -1.

Structure (XYZ):
```
56
H37O19 (wB97M-V/def2-TZVPD)
O -2.607 -3.124 2.174
H 0.566 0.577 -2.812
H -3.018 -0.226 0.801
O 3.248 -0.421 3.239
H 2.294 1.591 0.606
H 3.485 -0.764 2.483
O -2.542 -1.012 0.590
H -4.041 2.159 2.087
H 2.123 -2.964 -0.616
O -0.481 4.221 0.333
H 0.400 3.608 0.268
H -1.208 3.630 0.250
O -0.192 -1.487 3.288
H -1.045 0.942 -3.751
H 0.781 -1.483 3.273
O -3.653 0.569 -1.535
H -1.274 1.190 0.173
H -4.502 0.868 -1.616
O 2.999 -2.439 -0.792
H 0.364 0.569 1.717
H 3.102 -2.653 -1.536
O 1.061 0.566 2.410
H 0.369 1.091 -0.085
O 1.651 -2.402 -2.987
H -1.346 2.235 -0.766
H 1.763 -2.431 -4.007
O -4.059 1.220 1.960
H 3.312 1.705 -0.386
H -3.157 1.075 1.504
O 0.420 -1.821 -0.513
H -0.047 -0.941 -0.515
H 0.691 -3.453 1.440
O 2.709 2.241 0.168
H -3.431 0.892 -0.511
H 1.783 3.128 -1.981
O -1.981 1.974 -0.155
H 0.606 3.895 -1.139
H 0.737 0.876 3.186
O -0.193 0.466 0.251
H -1.963 -0.854 -0.166
H 1.151 -1.698 -2.772
O 4.283 0.226 -0.293
H 4.110 -0.673 -0.589
H 4.413 0.159 0.635
O 1.007 3.491 -1.852
H -0.473 -1.170 2.381
H -3.127 -2.545 2.558
O -1.659 1.315 -4.469
H -0.384 -2.401 -0.591
H -2.374 1.552 -3.993
O -0.239 0.118 -2.590
H -0.447 0.090 -1.650
H 2.437 0.017 3.071
O 0.215 -4.144 0.927
H -2.089 -2.599 1.495
H -0.550 -4.554 1.398
```



Stability summary: most stable version one, least stable version three.



Version one
A cluster of 2 separate species, C6H8FNO2 in total, computed with wB97M-V/def2-TZVPD.

The orbital gap comes out at 10.34 eV.

Structure (XYZ):
```
18
C6H8FNO2 (wB97M-V/def2-TZVPD)
C 2.255 3.865 -1.311
C -0.349 0.261 1.005
C -0.808 -0.806 0.008
C 0.384 1.300 0.143
C 0.275 -0.754 -1.060
C 0.922 1.373 -2.171
N 0.581 0.663 -1.155
O 1.586 4.586 -1.893
O 2.933 3.179 -0.692
F 0.959 0.425 -3.363
H -1.182 0.704 1.545
H 0.335 -0.177 1.732
H -0.894 -1.791 0.461
H -1.771 -0.538 -0.428
H -0.198 2.212 0.005
H 1.351 1.573 0.572
H 1.176 -1.288 -0.738
H -0.037 -1.140 -2.030
```



Version two
The molecule C6H8FNO2, computed with wB97M-V/def2-TZVPD.

The orbital gap comes out at 10.06 eV. As for the structure (SMILES): C[C@]1([N+](=O)[O-])[C@H]2[C@H](F)C[C@H]21.

Structure (XYZ):
```
18
C6H8FNO2 (wB97M-V/def2-TZVPD)
C -1.791 1.194 0.530
C -0.797 0.155 0.096
N -1.331 -1.160 0.023
O -2.527 -1.263 0.229
O -0.606 -2.104 -0.234
C 0.843 0.396 0.739
C 1.717 -0.763 0.306
F 3.043 -0.536 0.590
C 1.356 -0.452 -1.162
C 0.417 0.650 -0.676
H -2.628 1.194 -0.167
H -1.336 2.180 0.535
H -2.190 0.977 1.520
H 0.916 1.021 1.607
H 1.482 -1.762 0.684
H 0.904 -1.264 -1.722
H 2.213 -0.056 -1.701
H 0.315 1.592 -1.198
```



Stability summary: most stable version one, least stable version two.



Version one
The ion C6H11NO with charge +1, computed with wB97M-V/def2-TZVPD.

As for the expectation value of S²: 0.765. The orbital gap (alpha / beta) comes out at 9.00 / 4.56 eV. Its charge is +1. Its spin multiplicity is 2.

Structure (XYZ):
```
19
C6H11NO (wB97M-V/def2-TZVPD)
O -3.405 0.008 0.692
C -2.278 -0.248 0.224
N -1.270 -0.055 1.056
C 0.017 0.327 0.627
C 1.329 -0.312 1.149
C 2.439 -0.122 0.177
C 2.398 0.494 -1.035
C -2.217 -0.286 -1.289
H -1.504 -0.124 1.982
H 0.040 1.473 0.732
H -0.005 -0.019 -0.402
H 1.249 -1.378 1.373
H 1.623 0.125 2.101
H 3.406 -0.482 0.712
H 3.491 0.681 -1.538
H 1.471 0.851 -1.429
H -1.267 -0.099 -1.604
H -2.530 -1.212 -1.837
H -2.988 0.377 -1.689
```



Version two
A cluster of 2 separate species, C6H11NO in total, computed with wB97M-V/def2-TZVPD.

As for the expectation value of S²: 0.765. The orbital gap (alpha / beta) comes out at 10.89 / 6.97 eV. Its charge is +1. Its spin multiplicity is 2.

Structure (XYZ):
```
19
C6H11NO (wB97M-V/def2-TZVPD)
C 1.472 -1.405 -0.550
C 0.528 -0.258 -0.633
C 0.632 0.961 -1.293
N -0.539 1.691 -1.088
C -1.393 0.931 -0.382
C -0.746 -0.297 -0.038
C -1.416 -1.249 0.883
H 0.913 -2.282 -0.233
H 2.318 -1.277 0.125
H 1.884 -1.643 -1.532
H 1.377 1.334 -1.978
H -0.711 2.535 -1.596
H -2.363 1.360 -0.178
H -1.949 -0.673 1.638
H -2.166 -1.844 0.357
H -0.745 -1.952 1.370
H 1.606 0.943 1.973
H 0.470 1.595 1.127
O 0.830 1.533 2.028
```



Stability summary: most stable version two, least stable version one.



Version one
A cluster of 2 separate species, C16H21N3OS in total, computed with wB97M-V/def2-TZVPD.

The orbital gap comes out at 8.87 eV. As for the structure (SMILES): CC[C@H](C)c1ccc2ncc(N=C=S)nc2c1.CC(C)O.

Structure (XYZ):
```
42
C16H21N3OS (wB97M-V/def2-TZVPD)
C -0.886 1.067 0.783
C 0.459 1.122 0.057
C 1.076 -0.279 -0.247
C 0.455 -0.799 -1.546
C 0.882 -1.215 0.919
C 1.845 -1.246 1.956
C 1.667 -2.064 3.042
C 0.531 -2.889 3.150
N 0.376 -3.675 4.259
C -0.713 -4.382 4.295
C -1.655 -4.359 3.239
N -2.833 -5.193 3.402
C -3.764 -4.631 3.932
S -4.892 -3.859 4.675
N -1.561 -3.650 2.163
C -0.425 -2.882 2.125
C -0.215 -2.033 1.018
H -0.779 0.727 1.811
H -1.518 0.318 0.305
H -1.402 2.022 0.781
H 0.291 1.623 -0.894
H 1.144 1.701 0.674
H 2.141 -0.094 -0.378
H 0.924 -0.280 -2.379
H -0.600 -0.534 -1.593
H 0.553 -1.874 -1.662
H 2.732 -0.630 1.921
H 2.386 -2.077 3.846
H -0.901 -5.013 5.152
H -0.965 -2.021 0.242
C 0.043 2.872 -4.409
C 0.110 3.939 -3.327
C 0.821 5.187 -3.824
O 0.778 3.421 -2.175
H 1.049 2.569 -4.711
H -0.466 1.981 -4.038
H -0.488 3.234 -5.291
H -0.900 4.196 -3.004
H 1.850 4.953 -4.109
H 0.865 5.941 -3.037
H 0.312 5.616 -4.689
H 1.676 3.186 -2.433
```



Version two
The molecule C16H21N3OS, computed with wB97M-V/def2-TZVPD.

The orbital gap comes out at 8.94 eV. As for the structure (SMILES): Cc1ccc(C(=O)CSc2nnc(C(C)C)n2C)cc1C.

Structure (XYZ):
```
42
C16H21N3OS (wB97M-V/def2-TZVPD)
C 3.511 -0.508 4.234
C 2.323 -0.712 3.350
C 2.155 -1.910 2.666
C 1.064 -2.134 1.850
C 0.105 -1.134 1.694
C -1.093 -1.267 0.841
O -1.768 -0.307 0.527
C -1.423 -2.640 0.302
S -0.324 -2.897 -1.151
C -1.041 -1.676 -2.174
N -2.126 -1.813 -2.878
N -2.377 -0.639 -3.461
C -1.444 0.208 -3.114
C -1.397 1.648 -3.486
C -1.954 1.845 -4.894
C -2.214 2.438 -2.458
N -0.545 -0.405 -2.290
C 0.629 0.139 -1.674
C 0.281 0.074 2.370
C 1.367 0.299 3.196
C 1.513 1.606 3.913
H 4.100 0.344 3.893
H 4.147 -1.389 4.239
H 3.195 -0.300 5.256
H 2.898 -2.688 2.777
H 0.983 -3.070 1.322
H -1.217 -3.446 1.000
H -2.450 -2.682 -0.059
H -0.355 1.988 -3.452
H -1.980 2.903 -5.142
H -1.337 1.328 -5.625
H -2.959 1.438 -4.947
H -2.140 3.504 -2.658
H -3.257 2.139 -2.516
H -1.861 2.244 -1.447
H 1.276 0.589 -2.430
H 1.167 -0.667 -1.175
H 0.355 0.895 -0.936
H -0.470 0.841 2.238
H 2.444 2.096 3.631
H 0.685 2.269 3.676
H 1.535 1.450 4.991
```



Stability summary: most stable version two, least stable version one.



Version one
A structure of composition H4NO2SSi, computed with wB97M-V/def2-TZVPD.

The orbital gap (alpha / beta) comes out at 5.35 / 5.26 eV. Its charge is -1.

Structure (XYZ):
```
9
H4NO2SSi (wB97M-V/def2-TZVPD)
N -1.646 0.436 1.116
O 3.314 1.043 -0.152
O 0.440 -1.060 0.856
Si -0.909 -0.453 -0.065
S 1.846 -1.239 0.286
H 2.688 1.679 -0.352
H -2.106 1.250 0.973
H -1.179 -1.743 -0.889
H -0.382 0.537 -1.072
```



Version two
The ion H4NO2SSi with charge -1, computed with wB97M-V/def2-TZVPD.

The orbital gap comes out at 6.64 eV. Its charge is -1.

Structure (XYZ):
```
9
H4NO2SSi (wB97M-V/def2-TZVPD)
N -0.379 0.012 0.938
O 0.052 2.786 -1.513
O 2.012 1.705 -2.480
Si 0.268 -0.230 -0.713
S 1.229 1.895 -1.212
H 0.222 -0.198 1.716
H -0.616 0.993 1.089
H 1.235 -1.373 -0.540
H -0.935 -0.645 -1.533
```



Version three
A cluster of 2 separate species, H4NO2SSi in total, computed with wB97M-V/def2-TZVPD.

The orbital gap comes out at 7.47 eV. Its charge is -1.

Structure (XYZ):
```
9
H4NO2SSi (wB97M-V/def2-TZVPD)
N -1.691 -1.714 -0.458
O 0.471 2.335 0.921
O -0.031 -1.105 -2.190
Si 1.079 0.992 0.808
S -1.119 -0.520 -1.349
H -2.542 -1.364 0.043
H 2.484 1.094 0.607
H 1.055 -0.037 1.937
H 0.293 0.318 -0.319
```



Version four
A structure of composition H4NO2SSi, computed with wB97M-V/def2-TZVPD.

The orbital gap comes out at 7.50 eV. Its charge is -1.

Structure (XYZ):
```
9
H4NO2SSi (wB97M-V/def2-TZVPD)
N 1.072 -0.651 -0.583
O -1.655 -1.569 -0.394
O -0.944 1.086 -0.405
Si 0.686 0.710 0.195
S -2.046 0.121 0.191
H -0.720 -1.550 -0.312
H 2.106 -0.968 -0.408
H 0.259 0.810 1.594
H 1.244 2.010 0.122
```



Stability summary: most stable version two, least stable version one.



Version one
The molecule C3H3N3O2, computed with wB97M-V/def2-TZVPD.

The orbital gap comes out at 10.59 eV. As for the structure (SMILES): C=NO/C(C#N)=N\O.

Structure (XYZ):
```
11
C3H3N3O2 (wB97M-V/def2-TZVPD)
C 1.282 0.810 1.770
N 0.266 0.688 0.958
O -0.052 -0.684 0.571
C -0.863 -0.543 -0.505
C -2.284 -0.754 -0.436
N -3.439 -1.007 -0.344
N -0.492 -0.327 -1.715
O 0.895 -0.107 -1.772
H 1.569 1.826 2.065
H 2.033 -0.047 2.140
H 1.085 0.145 -2.731
```



Version two
The molecule C3H3N3O2, computed with wB97M-V/def2-TZVPD.

The orbital gap comes out at 10.38 eV. As for the structure (SMILES): O=[N+]([O-])C1C=NN=C1.

Structure (XYZ):
```
11
C3H3N3O2 (wB97M-V/def2-TZVPD)
O 1.529 0.714 1.989
N 1.253 0.318 0.903
O 2.050 0.295 -0.016
C -0.137 -0.249 0.586
C -1.063 1.052 -0.336
N -1.138 0.614 -1.491
N -0.536 -0.636 -1.670
C -0.092 -1.128 -0.639
H -0.742 -0.763 1.464
H -1.483 1.916 0.029
H 0.358 -2.133 -0.819
```



Stability summary: most stable version one, least stable version two.



Version one
The molecule C3H3N3O2, computed with wB97M-V/def2-TZVPD.

The orbital gap comes out at 9.06 eV. As for the structure (SMILES): [H]/N=C/n1oncc1=O.

Structure (XYZ):
```
11
C3H3N3O2 (wB97M-V/def2-TZVPD)
H 3.263 0.194 -0.182
N 2.429 -0.302 -0.261
C 1.419 0.514 0.165
N 0.157 0.005 0.035
O 0.040 -1.285 0.082
N -1.223 -1.728 0.097
C -1.984 -0.617 -0.149
C -1.100 0.576 -0.039
O -1.476 1.788 -0.041
H 1.492 1.551 0.636
H -3.017 -0.696 -0.344
```



Version two
The molecule C3H3N3O2, computed with wB97M-V/def2-TZVPD.

The orbital gap comes out at 10.52 eV. As for the structure (SMILES): [H]/N=C(/C#N)N(O)C=O.

Structure (XYZ):
```
11
C3H3N3O2 (wB97M-V/def2-TZVPD)
H 1.117 -2.120 -0.773
N 0.150 -1.961 -0.650
C -0.144 -0.812 -0.191
C -1.483 -0.366 0.262
N -2.610 -0.221 0.370
N 0.720 0.098 0.241
O 1.983 -0.388 0.446
C 0.637 1.421 -0.242
O -0.306 2.140 -0.331
H 1.927 -0.594 1.444
H 1.665 1.824 -0.295
```



Version three
The molecule C3H3N3O2, computed with wB97M-V/def2-TZVPD.

The orbital gap comes out at 8.79 eV. As for the structure (SMILES): [H]/N=c1/[nH]c(C=O)no1.

Structure (XYZ):
```
11
C3H3N3O2 (wB97M-V/def2-TZVPD)
H -3.319 -0.484 -0.080
N -2.436 -0.968 -0.078
C -1.454 -0.172 0.065
N -0.101 -0.632 0.222
C 0.710 0.444 -0.039
C 2.213 0.315 -0.061
O 2.677 -0.819 0.073
N 0.044 1.549 0.021
O -1.315 1.163 0.107
H 0.150 -1.659 -0.146
H 2.830 1.262 -0.083
```



Stability summary: most stable version three, least stable version one.